204
Properties=species:S:1:pos:R:3:forces:R:3 method="wB97M-V/def2-TZVPD" max_force_ev_per_a=5.28 e_homo_ev=-8.11 multiplicity=1 smiles=COCCNCCOC.COCCNCCOC.COCCNCCOC.COCCNCCOC.COCCNCCOC.COCCNCCOC.OCCO.OCCO.OCCO.OCCO.OCCO.OCCO total_energy_ev=-109886.2545 e_above_lowest_kcal_mol=37.2 total_charge=0
C -2.860917 -8.584079 -0.515174 -0.031 0.079 -0.155
C -2.552701 6.218348 -2.721950 -0.541 1.378 1.356
H -2.851091 -1.021204 2.608373 0.194 0.667 1.094
H 0.184269 4.330515 -5.179157 -0.102 -0.473 0.446
H -2.835705 -5.421994 4.011101 0.174 0.430 0.618
H -4.160404 -4.309903 2.213503 -0.637 0.057 -0.192
H 5.075909 5.747994 -0.280976 -1.429 -0.485 0.117
H 4.932194 -5.810818 -2.040667 -1.182 -1.305 -0.704
H -3.139422 -9.655741 -0.439171 -0.085 0.743 -0.254
H 7.089463 3.747576 2.639189 1.011 0.377 0.201
H -2.865460 -3.210246 3.787479 0.418 -0.182 1.287
C -3.256400 -8.757430 3.202382 -0.177 -1.048 -0.496
H -5.544785 -0.711461 0.978040 -0.048 0.020 0.580
H 5.504370 2.549899 -3.482807 0.124 -0.286 -0.387
H -2.777875 6.179256 -1.595368 0.058 -0.251 -1.334
H -6.219493 -3.403721 -0.638822 -0.539 0.314 -0.084
H 1.323178 1.697568 0.698572 1.826 0.173 -0.118
C 4.258594 7.224776 -2.190638 1.015 -1.657 0.613
C 3.848506 -2.501724 -0.821179 1.613 0.233 -1.509
H 3.798599 8.081160 -2.605152 -0.451 1.133 -0.687
C -5.314749 -3.217250 -1.226053 -0.527 1.109 0.544
H -2.165005 -8.414411 -1.375749 0.013 -0.474 0.903
N -3.166993 -4.445096 2.126197 0.406 -0.088 0.813
H -1.194943 0.336534 -0.115184 0.169 -0.606 -0.334
C 3.451487 6.772241 -0.962417 0.537 -0.570 0.134
O -2.667168 1.382557 3.133747 -0.889 0.119 0.076
H 3.134252 -4.634660 3.591427 -0.287 0.597 -0.621
C 6.462281 7.822335 -2.902058 -0.486 1.166 1.351
H -2.696714 -6.342428 -1.564961 -0.564 0.350 0.369
O 2.933759 0.924486 5.960654 -1.231 1.185 0.155
H 0.476911 -2.277386 4.848281 -0.248 1.086 0.186
H 1.358004 -4.283683 -6.715665 -0.322 0.043 0.266
C 0.281429 -5.548547 0.489803 0.682 -1.064 -0.738
H 2.967146 -1.939914 -1.096310 -0.469 0.238 0.386
H -1.448380 -3.758623 -1.920017 0.707 0.806 0.605
C 3.610599 -3.945923 -0.612384 -0.710 -0.977 2.049
C -2.620259 -3.229625 2.752327 0.983 1.374 -1.659
H -5.493158 5.126138 -3.878376 0.469 -0.230 0.415
H -0.034153 4.191331 2.160819 -0.166 0.149 -0.187
C 2.036738 -4.020715 -5.889340 -0.361 -0.837 -1.159
H 0.229959 1.883654 2.603049 -0.561 -0.213 -1.101
H 0.348819 -5.498071 1.528118 -0.716 -0.102 2.187
C 0.054946 3.626349 -3.040256 1.205 -1.442 -0.317
H 1.191890 -0.597652 4.681206 -0.791 -0.703 -0.486
O -4.651501 -2.086964 2.385009 -0.799 0.909 -0.831
O 2.939171 1.623627 -1.640311 0.107 -0.741 -1.081
O -0.400785 -1.221005 3.333292 0.910 1.614 0.412
H -1.524191 4.043869 -0.593587 -0.151 -0.349 -1.434
H 1.016561 -6.362610 0.288582 0.004 0.937 -0.654
H -1.957348 3.845114 -2.999691 0.850 0.148 0.737
O 4.905159 -4.571832 -0.370316 -0.538 -0.813 -0.734
C -1.128289 5.696016 -2.927921 -3.818 -3.083 -1.942
H 4.437708 -2.530518 -1.774071 -0.102 0.611 0.452
C -3.177347 2.685724 2.821563 -0.032 -0.247 1.858
H 0.119848 2.622427 -2.624883 0.106 -0.254 0.132
H -5.141494 -5.577027 -1.929255 -0.306 -0.641 -1.438
C 3.002405 2.039918 5.054665 -0.799 0.433 1.380
C -1.419377 2.820385 -6.268748 -0.700 -2.557 0.834
H -2.262122 -8.374527 3.124638 1.078 -0.154 -0.597
H -4.940273 -0.102355 2.539851 -0.275 0.755 0.147
O -3.465245 5.453337 -3.479100 -0.974 -0.196 -0.244
N -4.302454 -4.087659 -0.826254 1.582 -2.714 0.263
H 6.566793 -5.504549 -1.391244 -1.667 0.320 0.580
C -3.909821 0.031483 -2.296539 0.078 0.164 1.063
O -3.993445 -7.755418 -0.799736 0.828 -0.598 0.554
H -1.941707 -6.150828 2.709533 -0.501 0.374 -0.258
O 4.293937 4.052819 -2.854597 -0.175 -2.002 -1.455
H -0.130119 2.342081 0.006514 -0.492 1.536 -0.813
H -1.865729 0.758470 4.689168 0.946 -0.036 0.570
C -0.396848 5.214035 1.996642 0.211 -0.267 1.612
H -4.320288 -6.862806 1.758174 0.345 0.492 1.217
H 1.598976 -3.739019 3.245661 1.048 0.511 -0.162
H 2.096953 -2.257612 1.235319 1.440 1.042 0.856
H 2.347222 0.858693 -1.671635 -0.554 0.187 0.481
H 0.010487 -2.381243 0.405255 -0.206 -0.626 0.032
H -2.948793 -1.852636 1.119129 -0.616 -0.084 0.472
N -1.142751 4.228278 -2.460656 -0.059 1.743 -2.195
H 6.180530 8.838977 -3.197263 0.315 0.068 -0.232
O 3.505725 -2.870346 2.598889 0.000 -0.253 1.198
H 0.232267 6.859876 2.700078 -0.210 1.400 0.435
H 0.992919 4.112057 -2.718250 -0.479 0.164 0.012
N 4.054357 5.516169 -0.422195 1.315 1.710 -0.250
C 0.233188 -1.197391 4.648554 0.709 0.090 -0.233
O 0.678074 6.062150 2.488844 -0.560 -1.292 -0.984
H 4.382963 6.419937 -2.927510 -0.665 0.147 -0.020
C 3.433384 5.109234 0.804404 -1.922 0.135 1.881
C 4.103445 3.917018 1.408757 0.661 0.422 -0.854
O -4.434171 4.193794 1.690596 -1.771 -0.329 0.156
H -3.610335 -9.273643 2.251788 0.350 0.821 0.891
H -4.893065 0.239118 -2.667013 -0.491 1.090 -0.478
H -1.823960 1.364796 2.678688 0.543 -0.349 -0.591
H 4.786322 -0.668778 1.839279 -1.197 -0.180 -0.403
H -5.537625 -3.283244 -2.245775 -0.508 -0.962 -1.790
O 0.662429 -4.278297 0.029936 -0.888 0.691 -1.631
H -0.438107 6.232604 -2.437486 2.430 1.892 2.173
H -2.715924 7.293771 -2.989268 0.634 -0.562 0.023
O -4.052669 -7.711389 3.631050 -0.940 0.088 0.937
C -0.736896 5.381828 0.537854 -0.391 -0.958 0.560
H -3.078827 -6.208617 0.203133 0.107 0.128 -0.521
H 3.581008 0.286631 5.729670 0.980 -0.837 -0.407
H -4.097888 -3.952531 0.153187 0.295 0.124 0.146
H 2.374898 6.521700 -1.138349 0.822 0.541 -0.332
H 1.888509 3.897621 4.982876 0.451 1.685 -0.523
H 7.533599 7.814240 -2.621182 -0.763 -0.161 0.125
H 3.049037 -4.092791 0.345052 0.606 -0.028 -1.051
O 5.615390 7.508144 -1.770225 0.109 -0.152 -0.385
H 5.200941 2.604836 -1.791984 0.398 -0.549 0.949
H -1.304386 -3.570660 0.437725 -0.336 -0.648 0.922
H 2.966230 -4.377460 -1.400618 0.741 -0.222 0.028
H 3.482091 3.415110 2.130165 -0.334 -0.191 0.620
C -3.508883 -6.415507 -0.799429 1.218 -1.301 0.177
H -5.435103 -5.869343 -0.266854 -0.062 0.068 0.143
H -0.145445 -4.357545 -4.251179 -0.368 0.237 0.177
H 4.258212 0.605043 -2.968016 -0.412 0.245 0.167
C -5.468651 -0.905728 2.052834 2.174 -0.966 0.240
C 4.723130 2.660270 -2.741614 0.050 1.262 -0.953
O 1.467699 -3.243898 -4.901739 -0.996 0.793 1.279
H -0.230809 -0.347550 2.867543 -0.303 -1.237 0.772
H -0.665894 -5.947718 0.134861 -0.335 0.425 -0.035
C 5.506782 -5.096793 -1.544900 2.893 2.534 -0.096
H -0.868880 5.734289 -3.999767 -0.201 0.027 0.275
H -3.627299 0.668898 -1.431095 -0.397 -0.125 -0.258
O -0.321209 1.491384 1.853152 0.644 0.666 1.999
H -5.037727 6.735810 -4.167702 0.545 0.409 0.211
C -2.901028 -5.647923 2.958949 0.503 -0.001 -0.598
H -1.529648 -3.125637 2.495119 -0.950 -0.346 0.930
C 3.685267 1.549310 -2.861613 0.341 1.376 -0.134
H -6.423173 -1.091614 2.462231 -1.029 -0.086 0.522
H 3.879769 2.647782 5.287391 0.048 0.019 -0.155
O 5.334532 4.346029 1.938802 0.042 0.244 -0.089
H 5.180867 -2.616800 0.715560 -0.222 0.200 -0.043
C -0.296555 -2.196592 -3.687237 -0.037 -0.061 -0.214
O 0.639911 2.450794 4.377031 0.253 -0.546 -0.829
H -3.672862 4.557236 1.279570 1.224 0.696 -0.776
H 4.283053 4.369526 -1.963983 -0.426 0.804 1.359
H 2.795056 -3.441831 -6.379635 0.673 0.382 -0.042
H 0.916516 -2.997187 -2.259262 0.881 -0.467 0.031
H 6.359305 2.566275 1.589216 0.158 -0.657 -1.210
O -3.957547 -1.313374 -1.961220 0.564 -1.881 -0.150
H -0.437250 -3.234313 -5.578181 -1.046 0.220 -1.104
C -0.404185 -3.293116 -0.068601 0.877 0.830 0.851
H -1.146593 6.358291 0.287466 0.192 0.218 -0.002
H -1.557299 -1.188717 5.799346 -0.143 -0.004 0.382
H 3.075611 1.709204 -3.806482 0.322 -0.212 1.124
H -3.233501 -9.512912 3.995189 -0.181 0.135 -0.121
C -4.981702 -1.752924 -1.119517 -1.168 0.592 0.734
H 0.261597 5.224872 0.072733 -0.977 -0.142 -0.665
H -1.755810 -2.140889 -1.336926 0.768 -0.313 0.361
H 0.158398 1.680525 4.794051 0.115 0.800 -0.080
H 2.350852 4.791048 0.642174 1.201 0.538 -0.193
C 0.294446 1.574145 0.572989 -0.974 -1.841 0.872
H 2.281187 -1.178711 2.586623 -0.092 0.609 1.006
H -1.357211 -2.053363 -3.560269 -0.620 -0.037 -0.536
H 0.197779 -0.535903 0.617960 -0.048 -0.296 0.240
H -0.136496 -0.476820 6.739619 -0.776 -0.127 -1.613
H -3.127586 0.145923 -3.027830 0.084 0.133 -0.497
H 3.534977 -0.113538 0.665343 0.165 -0.887 0.222
C -4.203096 2.791635 1.723614 2.659 1.545 -0.677
H -5.981667 -1.266480 -1.255530 0.680 0.267 -0.604
C -4.093628 -6.561744 2.844497 -0.947 -0.689 -1.799
H -2.408730 -8.289122 0.474749 -0.138 -0.170 -0.994
C 2.637714 -3.952499 2.859882 -0.563 -1.395 -0.415
H 5.767748 2.787387 3.180932 -0.302 -0.381 0.600
C 1.727187 2.888085 5.183068 -1.100 -2.401 1.823
C -0.092912 0.253141 -0.062925 0.321 0.711 -0.299
H 3.373151 5.871827 1.652604 0.115 -0.343 -1.239
H -1.584233 3.821896 -6.529203 0.583 1.723 -0.503
C 2.907671 -1.785128 1.966091 -2.128 -1.252 -2.711
H -2.442280 2.424937 -6.284247 0.212 -0.332 -0.070
H -3.706367 2.482635 0.817122 -0.219 -0.354 -0.801
H 2.487708 -4.964333 -5.561910 -0.106 0.056 0.389
H 1.041556 2.817895 -4.840863 0.049 0.155 0.328
O 0.566168 0.131486 -1.297442 -0.071 0.623 -0.191
H 0.075010 -1.312396 -4.240383 0.153 -0.085 0.805
H 1.324210 2.790880 6.227374 0.843 0.325 -0.494
C 0.133248 3.383996 -4.582462 0.496 1.280 0.584
C -3.251656 -1.917288 2.205602 -0.021 -2.224 -1.947
C 0.020575 -3.341751 -4.635628 2.446 -0.730 0.788
H 3.514654 7.628463 -0.254501 -0.200 -0.558 0.012
N 0.171311 -2.338523 -2.292584 -1.236 0.094 -0.027
H 4.286031 3.264216 0.575127 0.147 -0.967 -0.405
O -0.990699 2.652269 -4.917098 -1.112 -0.109 -0.955
H -1.279038 5.323432 2.662617 0.315 0.065 -0.437
H 0.442185 -0.751117 -1.716709 -0.133 -0.458 0.200
H 5.746053 -4.245257 -2.258548 -0.580 -0.812 0.431
H 2.999371 1.693372 4.057904 0.429 -0.413 -1.384
H 2.448116 -4.522816 1.894988 0.256 0.474 1.189
N 4.645282 -1.897384 0.238620 -0.170 0.343 -0.892
C 6.179809 3.302561 2.328730 -0.708 0.429 0.804
H 6.288062 7.191883 -3.744684 -0.130 -0.843 -0.512
C -0.670713 -0.561312 5.723745 0.084 -0.050 -0.009
H -3.767142 3.025439 3.674879 0.502 0.086 0.483
H -5.168986 6.177737 -2.444468 0.188 -0.139 -0.622
H -4.765633 -1.514967 -0.102170 0.770 -0.031 0.446
C -4.843761 5.913064 -3.474966 0.469 -0.334 0.423
O -1.790296 4.373253 0.261933 1.556 1.464 1.201
C -4.668439 -5.563222 -0.988718 -0.787 3.507 0.844
C 3.947588 -1.032211 1.159713 1.237 0.549 0.894
H -2.295461 3.368371 2.700847 -1.085 -0.465 -0.332
O -1.075785 0.760772 5.305729 -0.380 -0.731 0.092
C -0.922842 -2.882223 -1.400548 -0.076 -0.990 -2.766
H -0.814022 2.206794 -6.974342 -0.150 0.773 0.302
H -5.121393 2.307469 1.850499 -1.198 -0.900 0.506
H -4.964488 -6.008013 3.214054 0.019 -0.015 -0.156